2 unconnected molecules or ions with the total composition C4H10N2 in a non-equilibrium geometry, computed with ωB97M-V/def2-TZVPD.

```
16
Properties=species:S:1:pos:R:3:forces:R:3
C -2.7703 0.1145 2.5104 0.444 -0.017 0.713
C -1.8392 1.0323 2.8089 -1.654 -0.218 -0.740
N -1.8282 1.8860 3.9012 0.994 0.956 -0.029
H -3.5896 -0.1000 3.1955 0.095 0.007 -0.212
H -2.6296 -0.5238 1.6491 -0.129 0.096 0.004
H -1.1099 1.2191 2.0341 0.545 0.104 0.347
H -2.6594 2.1345 4.4059 -0.545 -0.699 -0.119
H -1.3617 2.7615 3.7031 0.251 -0.228 0.035
C 2.4118 -1.3105 -4.2202 0.093 -0.919 1.493
C 2.5940 -1.1789 -2.8816 0.284 -0.014 -0.930
N 1.7506 -0.5778 -2.0013 -0.511 0.047 0.096
H 1.4137 -1.5194 -4.5935 0.097 0.885 -0.367
H 3.2759 -1.6858 -4.7422 -0.153 -0.204 -0.356
H 3.5025 -1.5572 -2.4224 0.230 0.365 -0.029
H 1.0206 0.0229 -2.3313 -0.160 -0.129 -0.056
H 1.8187 -0.7175 -1.0158 0.118 -0.032 0.151
```
Forces are in eV/Å.

Values from the calculation:
highest occupied orbital energy: -7.93 eV
E_tot: -7288.4886 eV
max |F|: 0.03549 hartree/bohr
gap between HOMO and LUMO: 8.7 eV
SMILES: C=CN.C=CN
ΔE to the lowest compared entry with this formula, charge and spin: 49.14 kcal/mol
E_LUMO: 0.7 eV